[1]
ORCA calculation (ωB97M-V with the def2-TZVPD basis set) on 12 unconnected molecules or ions with the total composition C45H90O18 at a distorted geometry.

```
! RIJCOSX wB97M-V def2-TZVPD def2/J DEFGRID3
* xyz 0 1
C -3.616 -1.544 4.419
O -3.817 -1.209 3.092
C -4.850 -0.596 2.652
O -4.955 -0.194 1.528
O -5.815 -0.387 3.573
C -6.963 0.330 3.171
H -2.728 -2.228 4.391
H -4.519 -1.982 4.879
H -3.311 -0.639 4.928
H -7.864 -0.083 3.670
H -7.079 0.496 2.072
H -6.897 1.349 3.579
C 4.316 0.945 -2.933
O 5.294 -0.070 -2.962
C 4.836 -1.283 -3.252
O 3.696 -1.536 -3.495
O 5.833 -2.136 -3.169
C 5.558 -3.484 -3.495
H 3.619 0.884 -2.063
H 3.858 0.976 -3.930
H 4.801 1.936 -2.848
H 6.560 -3.890 -3.358
H 5.109 -3.524 -4.499
H 5.003 -3.947 -2.736
C 1.752 -0.143 0.055
O 0.464 0.237 -0.580
C -0.352 0.833 0.330
O -0.161 0.927 1.488
O -1.378 1.303 -0.364
C -2.378 2.061 0.394
H 1.524 -0.552 1.102
H 2.446 0.679 0.190
H 2.152 -0.951 -0.610
H -1.951 2.692 1.143
H -3.006 1.350 0.946
H -2.992 2.678 -0.250
C -4.031 -2.877 -0.640
C -2.938 -1.996 -1.376
C -1.788 -3.000 -1.526
O -1.836 -3.642 -0.281
C -3.121 -3.648 0.295
H -4.486 -3.512 -1.380
H -4.779 -2.305 -0.106
H -2.702 -1.132 -0.716
H -3.333 -1.614 -2.309
H -0.841 -2.519 -1.639
H -1.993 -3.720 -2.387
H -3.129 -3.064 1.229
H -3.396 -4.708 0.492
C -0.787 -3.614 3.436
C -0.658 -2.275 2.755
C 0.565 -1.744 3.471
O 0.780 -2.534 4.644
C -0.323 -3.390 4.824
H -0.042 -4.294 2.999
H -1.716 -4.180 3.366
H -1.480 -1.505 2.703
H -0.430 -2.409 1.698
H 0.473 -0.732 3.903
H 1.419 -1.875 2.912
H -1.187 -2.929 5.353
H 0.111 -4.291 5.308
C -6.209 1.239 -3.117
C -4.977 2.310 -3.083
C -3.755 1.379 -3.442
O -4.226 0.334 -4.298
C -5.586 0.029 -3.930
H -7.094 1.625 -3.645
H -6.447 0.994 -2.081
H -4.910 2.920 -2.167
H -5.165 3.024 -3.923
H -3.293 1.019 -2.458
H -2.978 1.901 -3.973
H -5.568 -0.860 -3.301
H -6.212 -0.142 -4.797
C -0.242 3.162 -3.831
C 1.248 3.307 -3.933
C 1.731 3.685 -2.557
O 0.547 3.749 -1.728
C -0.515 4.045 -2.638
H -0.471 2.109 -3.649
H -0.893 3.516 -4.659
H 1.419 4.064 -4.695
H 1.637 2.351 -4.310
H 2.177 4.678 -2.520
H 2.311 2.886 -2.136
H -0.489 5.053 -2.973
H -1.474 3.783 -2.148
C 2.106 -4.123 0.512
C 2.397 -5.612 0.899
C 3.482 -5.971 -0.066
O 4.147 -4.745 -0.338
C 3.231 -3.674 -0.431
H 2.066 -3.365 1.324
H 1.084 -4.145 0.052
H 1.509 -6.157 0.697
H 2.835 -5.693 1.887
H 3.115 -6.448 -1.016
H 4.193 -6.687 0.415
H 2.890 -3.535 -1.502
H 3.673 -2.736 -0.076
C 5.291 4.215 1.372
C 3.882 4.197 2.045
C 3.051 3.771 0.857
O 3.814 2.621 0.295
C 5.186 2.947 0.437
H 6.119 4.125 2.072
H 5.425 5.113 0.783
H 3.613 5.076 2.658
H 3.759 3.363 2.665
H 2.955 4.554 0.116
H 2.084 3.342 1.098
H 5.603 3.110 -0.607
H 5.817 2.148 0.868
C 5.351 -1.571 3.402
C 4.466 -1.149 4.549
C 4.088 0.297 4.290
O 4.315 0.483 2.934
C 4.774 -0.699 2.284
H 5.218 -2.633 3.260
H 6.400 -1.372 3.462
H 5.025 -1.237 5.467
H 3.604 -1.753 4.633
H 4.671 1.011 4.921
H 3.047 0.559 4.521
H 5.533 -0.414 1.532
H 3.958 -1.265 1.761
C -0.787 -0.744 -3.918
C 0.691 -0.543 -4.136
C 0.978 -1.311 -5.474
O -0.264 -1.775 -5.945
C -1.218 -0.867 -5.343
H -1.265 0.050 -3.322
H -0.893 -1.695 -3.398
H 1.458 -0.977 -3.407
H 0.962 0.489 -4.220
H 1.648 -2.167 -5.322
H 1.540 -0.763 -6.182
H -2.201 -1.321 -5.406
H -1.224 0.096 -5.906
C -3.412 4.252 4.167
C -2.707 5.276 3.164
C -3.496 5.046 1.853
O -4.417 3.954 2.062
C -3.987 3.223 3.209
H -4.306 4.728 4.619
H -2.724 3.962 4.941
H -1.664 5.050 3.061
H -2.635 6.289 3.482
H -2.796 4.642 1.122
H -4.009 5.928 1.494
H -3.245 2.485 2.958
H -4.910 2.800 3.724
*
```

As for the frontier orbital gap: 9.56 eV. The molar mass is 919.20 g/mol. The SMILES is COC(=O)OC.COC(=O)OC.COC(=O)OC.C1CCOC1.C1CCOC1.C1CCOC1.C1CCOC1.C1CCOC1.C1CCOC1.C1CCOC1.C1CCOC1.C1CCOC1. Its largest force on an atom is 3.0 eV Å⁻¹. The HOMO energy is -9.02 eV. The value obtained for the total energy is -84972.6793 eV. The value obtained for the relative energy (zero: lowest compared OMol25 entry of this formula, charge and spin) is 40.1 kcal/mol. Its LUMO energy is 0.54 eV.

Atom charges from the Löwdin analysis, given in e for atoms 1 to 99: number 1, C, carries -0.029; number 2, O, carries 0.007; number 3, C, carries -0.632; number 4, O, carries 0.115; number 5, O, carries -0.020; number 6, C, carries -0.053; number 7, H, carries 0.074; number 8, H, carries 0.117; number 9, H, carries 0.107; number 10, H, carries 0.102; number 11, H, carries 0.109; number 12, H, carries 0.081; number 13, C, carries -0.055; number 14, O, carries 0.016; number 15, C, carries -0.634; number 16, O, carries 0.119; number 17, O, carries 0.014; number 18, C, carries -0.018; number 19, H, carries 0.095; number 20, H, carries 0.098; number 21, H, carries 0.097; number 22, H, carries 0.105; number 23, H, carries 0.115; number 24, H, carries 0.056; number 25, C, carries 0.002; number 26, O, carries -0.016; number 27, C, carries -0.638; number 28, O, carries 0.144; number 29, O, carries -0.009; number 30, C, carries -0.009; number 31, H, carries 0.093; number 32, H, carries 0.068; number 33, H, carries 0.091; number 34, H, carries 0.066; number 35, H, carries 0.084; number 36, H, carries 0.084; number 37, C, carries -0.136; number 38, C, carries -0.129; number 39, C, carries -0.211; number 40, O, carries -0.160; number 41, C, carries -0.216; number 42, H, carries 0.101; number 43, H, carries 0.092; number 44, H, carries 0.117; number 45, H, carries 0.088; number 46, H, carries 0.091; number 47, H, carries 0.147; number 48, H, carries 0.100; number 49, H, carries 0.129; number 50, C, carries -0.194; number 51, C, carries -0.160; number 52, C, carries -0.193; number 53, O, carries -0.139; number 54, C, carries -0.231; number 55, H, carries 0.121; number 56, H, carries 0.120; number 57, H, carries 0.116; number 58, H, carries 0.097; number 59, H, carries 0.133; number 60, H, carries 0.061; number 61, H, carries 0.111; number 62, H, carries 0.139; number 63, C, carries -0.116; number 64, C, carries -0.120; number 65, C, carries -0.214; number 66, O, carries -0.155; number 67, C, carries -0.178; number 68, H, carries 0.095; number 69, H, carries 0.090; number 70, H, carries 0.093; number 71, H, carries 0.103; number 72, H, carries 0.117; number 73, H, carries 0.092; number 74, H, carries 0.100; number 75, H, carries 0.107; number 76, C, carries -0.179; number 77, C, carries -0.171; number 78, C, carries -0.169; number 79, O, carries -0.142; number 80, C, carries -0.203; number 81, H, carries 0.087; number 82, H, carries 0.129; number 83, H, carries 0.115; number 84, H, carries 0.090; number 85, H, carries 0.123; number 86, H, carries 0.095; number 87, H, carries 0.109; number 88, H, carries 0.122; number 89, C, carries -0.140; number 90, C, carries -0.151; number 91, C, carries -0.221; number 92, O, carries -0.157; number 93, C, carries -0.215; number 94, H, carries 0.092; number 95, H, carries 0.113; number 96, H, carries 0.098; number 97, H, carries 0.110; number 98, H, carries 0.132; number 99, H, carries 0.130

[2]
ORCA calculation (ωB97M-V with the def2-TZVPD basis set) on 10 unconnected molecules or ions with the total composition C45H90O30 at a distorted geometry.

```
! RIJCOSX wB97M-V def2-TZVPD def2/J DEFGRID3
* xyz 0 1
C 16.851 -16.448 5.382
O 17.916 -16.437 4.468
C 18.998 -17.339 4.709
C 19.916 -17.346 3.499
O 19.345 -18.189 2.491
C 19.907 -18.056 1.152
C 21.127 -18.815 0.805
O 22.138 -18.457 1.687
C 23.330 -19.204 1.456
H 17.155 -16.893 6.332
H 16.010 -17.020 5.019
H 16.581 -15.408 5.515
H 18.519 -18.332 4.854
H 19.494 -17.032 5.646
H 20.856 -17.775 3.830
H 20.062 -16.305 3.181
H 20.140 -17.002 0.954
H 19.025 -18.381 0.593
H 21.393 -18.490 -0.208
H 20.883 -19.870 0.877
H 23.654 -19.154 0.426
H 23.273 -20.266 1.756
H 24.025 -18.660 2.054
C 13.807 -17.295 2.806
O 14.437 -17.188 1.557
C 15.808 -16.861 1.613
C 16.356 -16.552 0.217
O 16.786 -17.750 -0.542
C 16.892 -17.474 -1.906
C 16.917 -18.768 -2.791
O 15.588 -19.122 -3.049
C 15.396 -20.324 -3.761
H 13.992 -16.380 3.391
H 14.138 -18.208 3.310
H 12.765 -17.429 2.523
H 16.404 -17.632 2.142
H 15.910 -15.899 2.134
H 17.226 -15.879 0.319
H 15.588 -16.079 -0.375
H 17.856 -16.948 -2.060
H 16.038 -16.867 -2.214
H 17.414 -19.613 -2.310
H 17.423 -18.593 -3.723
H 16.239 -20.691 -4.330
H 14.551 -20.165 -4.436
H 15.091 -21.113 -3.091
C 14.453 -25.360 1.054
O 13.243 -25.867 1.613
C 12.044 -25.520 0.950
C 10.911 -25.682 1.899
O 10.857 -24.687 2.903
C 10.115 -25.093 4.043
C 9.959 -23.957 5.067
O 9.207 -22.934 4.520
C 9.125 -21.811 5.393
H 14.917 -25.978 0.258
H 15.193 -25.298 1.862
H 14.268 -24.371 0.617
H 11.827 -26.202 0.127
H 12.056 -24.518 0.537
H 11.017 -26.692 2.329
H 9.954 -25.709 1.371
H 10.637 -25.947 4.505
H 9.177 -25.494 3.677
H 10.951 -23.556 5.355
H 9.549 -24.481 5.942
H 8.737 -20.981 4.751
H 10.076 -21.452 5.809
H 8.393 -22.133 6.176
C 6.578 -24.515 5.745
O 7.177 -24.921 6.935
C 7.596 -26.281 7.044
C 8.473 -26.584 8.235
O 9.797 -25.971 8.205
C 10.618 -26.498 9.204
C 12.040 -25.869 9.045
O 12.030 -24.475 9.221
C 11.950 -23.781 8.017
H 5.614 -25.022 5.491
H 7.215 -24.689 4.862
H 6.443 -23.443 5.785
H 8.195 -26.589 6.179
H 6.740 -26.972 7.164
H 8.549 -27.671 8.156
H 7.963 -26.309 9.142
H 10.698 -27.598 9.116
H 10.156 -26.281 10.172
H 12.459 -26.039 8.056
H 12.694 -26.284 9.820
H 12.025 -22.738 8.322
H 10.946 -23.890 7.601
H 12.775 -24.062 7.339
C 7.602 -19.467 8.649
O 8.843 -18.958 8.268
C 9.918 -19.920 8.503
C 11.257 -19.311 8.113
O 11.646 -19.341 6.763
C 10.957 -18.530 5.888
C 11.295 -17.049 5.893
O 12.647 -16.921 6.105
C 13.148 -15.607 5.967
H 7.185 -20.330 8.101
H 6.911 -18.620 8.524
H 7.606 -19.804 9.690
H 9.631 -20.932 8.082
H 9.967 -20.181 9.645
H 11.950 -19.989 8.616
H 11.225 -18.296 8.564
H 9.864 -18.559 6.075
H 11.180 -18.957 4.891
H 10.719 -16.538 6.672
H 10.993 -16.690 4.915
H 14.188 -15.743 5.624
H 13.054 -15.082 6.902
H 12.641 -15.020 5.199
O 14.632 -22.912 3.379
C 14.630 -22.112 4.235
O 14.820 -20.744 4.172
C 14.640 -20.174 5.463
C 14.389 -21.332 6.409
O 14.474 -22.472 5.556
H 15.491 -19.583 5.721
H 13.716 -19.624 5.448
H 13.362 -21.260 6.783
H 15.128 -21.338 7.213
O 15.854 -21.423 10.432
C 15.491 -20.324 10.240
O 15.350 -19.400 11.223
C 14.562 -18.331 10.819
C 14.924 -18.289 9.355
O 15.113 -19.684 9.059
H 13.494 -18.543 10.888
H 14.772 -17.378 11.295
H 15.884 -17.816 9.388
H 14.122 -17.868 8.780
O 10.717 -18.461 1.670
C 10.786 -19.619 1.765
O 9.954 -20.621 1.290
C 10.478 -21.939 1.554
C 11.523 -21.626 2.578
O 11.796 -20.221 2.453
H 9.718 -22.579 2.005
H 10.895 -22.276 0.593
H 12.353 -22.304 2.454
H 11.015 -21.758 3.535
O 13.534 -22.784 -1.335
C 13.803 -21.830 -0.704
O 12.915 -20.738 -0.545
C 13.686 -19.599 -0.118
C 14.838 -20.260 0.597
O 14.929 -21.522 -0.144
H 14.079 -19.022 -0.962
H 13.152 -18.965 0.574
H 14.630 -20.512 1.650
H 15.804 -19.795 0.484
O 18.614 -17.353 8.481
C 18.876 -18.460 8.212
O 18.083 -19.543 8.237
C 18.838 -20.746 8.031
C 20.075 -20.251 7.309
O 20.115 -18.864 7.728
H 19.144 -21.196 8.977
H 18.239 -21.407 7.418
H 19.839 -20.250 6.242
H 21.007 -20.727 7.592
*
```

As for the frontier orbital gap: 9.70 eV. The molar mass is 1111.18 g/mol. The SMILES is COCCOCCOC.COCCOCCOC.COCCOCCOC.COCCOCCOC.COCCOCCOC.O=C1OCCO1.O=C1OCCO1.O=C1OCCO1.O=C1OCCO1.O=C1OCCO1. Its largest force on an atom is 4.5 eV Å⁻¹. The HOMO energy is -9.24 eV. The value obtained for the total energy is -109540.2548 eV. The value obtained for the relative energy (zero: lowest compared OMol25 entry of this formula, charge and spin) is 0.0 kcal/mol. Its LUMO energy is 0.47 eV.

Atom charges from the Löwdin analysis, given in e for atoms 1 to 99: number 1, C, carries -0.103; number 2, O, carries -0.196; number 3, C, carries -0.182; number 4, C, carries -0.177; number 5, O, carries -0.132; number 6, C, carries -0.172; number 7, C, carries -0.248; number 8, O, carries -0.179; number 9, C, carries -0.089; number 10, H, carries 0.077; number 11, H, carries 0.060; number 12, H, carries 0.090; number 13, H, carries 0.130; number 14, H, carries 0.127; number 15, H, carries 0.114; number 16, H, carries 0.136; number 17, H, carries 0.130; number 18, H, carries 0.120; number 19, H, carries 0.135; number 20, H, carries 0.132; number 21, H, carries 0.081; number 22, H, carries 0.098; number 23, H, carries 0.079; number 24, C, carries -0.079; number 25, O, carries -0.199; number 26, C, carries -0.188; number 27, C, carries -0.119; number 28, O, carries -0.176; number 29, C, carries -0.195; number 30, C, carries -0.186; number 31, O, carries -0.197; number 32, C, carries -0.084; number 33, H, carries 0.083; number 34, H, carries 0.085; number 35, H, carries 0.080; number 36, H, carries 0.136; number 37, H, carries 0.126; number 38, H, carries 0.129; number 39, H, carries 0.117; number 40, H, carries 0.127; number 41, H, carries 0.123; number 42, H, carries 0.128; number 43, H, carries 0.112; number 44, H, carries 0.086; number 45, H, carries 0.096; number 46, H, carries 0.072; number 47, C, carries -0.087; number 48, O, carries -0.167; number 49, C, carries -0.207; number 50, C, carries -0.206; number 51, O, carries -0.135; number 52, C, carries -0.165; number 53, C, carries -0.224; number 54, O, carries -0.203; number 55, C, carries -0.080; number 56, H, carries 0.089; number 57, H, carries 0.084; number 58, H, carries 0.065; number 59, H, carries 0.130; number 60, H, carries 0.109; number 61, H, carries 0.133; number 62, H, carries 0.130; number 63, H, carries 0.135; number 64, H, carries 0.115; number 65, H, carries 0.125; number 66, H, carries 0.103; number 67, H, carries 0.113; number 68, H, carries 0.075; number 69, H, carries 0.093; number 70, C, carries -0.124; number 71, O, carries -0.178; number 72, C, carries -0.198; number 73, C, carries -0.166; number 74, O, carries -0.150; number 75, C, carries -0.198; number 76, C, carries -0.177; number 77, O, carries -0.176; number 78, C, carries -0.112; number 79, H, carries 0.101; number 80, H, carries 0.076; number 81, H, carries 0.081; number 82, H, carries 0.124; number 83, H, carries 0.135; number 84, H, carries 0.125; number 85, H, carries 0.125; number 86, H, carries 0.125; number 87, H, carries 0.126; number 88, H, carries 0.118; number 89, H, carries 0.126; number 90, H, carries 0.081; number 91, H, carries 0.066; number 92, H, carries 0.102; number 93, C, carries -0.140; number 94, O, carries -0.203; number 95, C, carries -0.180; number 96, C, carries -0.189; number 97, O, carries -0.145; number 98, C, carries -0.205; number 99, C, carries -0.226

> What is the HOMO energy in the first record?

-9.02 eV